The following is a DFT calculation (ωB97M-V/def2-TZVPD) of C6H19O4V as an isolated structure.

Properties
ΔE to the lowest compared entry with this formula, charge and spin   0.8 kJ/mol
<S²>   3.759
LUMO level (spin up / spin down)   -6.1 / -6.0 eV
Spin multiplicity   4
Gap between HOMO and LUMO (spin up / spin down)   6.680 / 6.862 eV
Energy   -40398.641 eV
Total charge   +1
HOMO energy (spin up / spin down)   -12.8 / -12.8 eV

Structure (XYZ):
```
30
C6H19O4V ωB97M-V/def2-TZVPD
V 0.737 -0.828 2.523
O -0.418 -0.036 1.022
H -1.276 -0.203 0.632
C 0.915 0.717 -3.497
C 0.001 0.700 -2.267
O 0.456 -0.425 -1.468
H 0.796 -0.224 -4.030
H 1.948 0.790 -3.165
H 0.658 1.565 -4.131
H -1.061 0.552 -2.474
H 0.151 1.577 -1.631
H 0.302 -0.207 -0.518
C 2.277 -3.246 -0.961
C 1.813 -3.452 0.470
O 0.974 -2.368 0.929
H 2.836 -2.310 -0.998
H 1.390 -3.220 -1.597
H 2.904 -4.080 -1.264
H 2.687 -3.491 1.122
H 1.305 -4.419 0.484
H 0.546 -2.031 0.114
C -3.009 2.400 2.667
C -1.900 3.332 2.179
O -0.632 2.634 2.208
H -3.981 2.820 2.400
H -2.915 2.212 3.734
H -2.967 1.458 2.115
H -1.769 4.223 2.786
H -2.088 3.567 1.127
H -0.680 1.993 1.488
```

=====

The following is a DFT calculation (ωB97M-V/def2-TZVPD) of C6H20B2Br6Na3 as an isolated structure.

Properties
ΔE to the lowest compared entry with this formula, charge and spin   961.5 kJ/mol
LUMO level   -4.7 eV
Gap between HOMO and LUMO   8.096 eV
Energy   -441385.737 eV
Total charge   +1
HOMO energy   -12.8 eV

Structure (XYZ):
```
37
C6H20B2Br6Na3 ωB97M-V/def2-TZVPD
Na 0.976 0.530 2.261
Na 0.365 -1.992 1.577
Na 1.960 -1.337 -0.299
B 0.408 -0.385 0.627
H 1.363 -0.769 0.951
H 0.064 -1.023 -0.172
H -0.320 -0.483 1.418
H 0.536 0.648 0.343
B 3.723 -0.846 0.328
H 3.672 -1.311 -0.644
H 3.270 -1.515 1.043
H 4.768 -0.662 0.525
H 3.082 0.020 0.386
Br -0.445 -2.036 -3.241
C -1.515 -2.077 -1.492
C -2.808 -2.795 -1.712
Br -2.698 -4.733 -2.282
H -1.558 -1.083 -1.047
H -0.947 -2.597 -0.720
H -3.134 -2.278 -2.614
H -3.268 -2.776 -0.723
Br 2.606 2.261 -1.642
C 2.092 2.215 0.287
C 0.770 2.965 0.629
Br 0.149 2.739 2.580
H 2.778 2.772 0.925
H 2.152 1.188 0.646
H -0.070 2.725 -0.023
H 0.766 4.038 0.437
Br -3.928 1.264 1.863
C -3.024 1.371 0.116
C -1.722 0.716 0.247
Br -0.673 1.026 -1.432
H -2.896 2.419 -0.154
H -3.658 0.976 -0.677
H -1.670 -0.314 0.598
H -1.169 1.141 1.085
```

=====

The following is a DFT calculation (ωB97M-V/def2-TZVPD) of C6H20FeN10O8 as an isolated structure.

Properties
ΔE to the lowest compared entry with this formula, charge and spin   401.1 kJ/mol
<S²>   6.010
LUMO level (spin up / spin down)   -0.2 / -0.2 eV
Spin multiplicity   5
Gap between HOMO and LUMO (spin up / spin down)   5.342 / 5.738 eV
Energy   -72217.793 eV
Total charge   0
HOMO energy (spin up / spin down)   -5.5 / -5.9 eV

Structure (XYZ):
```
45
C6H20FeN10O8 ωB97M-V/def2-TZVPD
Fe 28.746 13.757 -3.605
C 26.619 14.888 -4.449
O 27.647 14.748 -5.166
O 26.768 14.284 -3.390
O 25.569 15.369 -4.756
C 30.241 14.310 -7.808
O 29.318 13.588 -8.165
N 31.460 14.402 -8.350
N 30.005 15.152 -6.832
H 32.141 15.118 -8.143
H 31.584 13.853 -9.189
H 30.765 15.794 -6.660
H 29.225 14.935 -6.228
C 29.504 12.996 -0.596
O 29.090 13.268 -1.720
N 28.731 12.720 0.405
N 30.746 12.875 -0.164
H 27.764 12.695 0.112
H 29.077 12.363 1.284
H 31.507 13.181 -0.754
H 30.908 12.744 0.824
C 29.016 16.555 -2.087
O 29.310 15.656 -2.864
N 29.732 17.438 -1.471
N 27.801 16.784 -1.765
H 29.414 17.982 -0.681
H 30.668 17.604 -1.811
H 27.238 16.134 -2.294
H 27.465 17.674 -1.426
C 27.356 10.947 -4.229
O 28.236 11.728 -3.855
N 27.513 9.717 -4.578
N 26.151 11.197 -4.063
H 26.614 9.261 -4.639
H 28.392 9.257 -4.765
H 25.899 12.150 -3.845
H 25.584 10.685 -4.723
C 31.810 13.541 -3.682
O 30.656 13.469 -4.063
N 32.603 14.531 -4.009
N 32.450 12.619 -2.918
H 33.581 14.563 -3.755
H 32.251 15.189 -4.689
H 33.436 12.804 -2.805
H 31.995 11.717 -2.889
```

=====

The following is a DFT calculation (ωB97M-V/def2-TZVPD) of a 2-piece molecular cluster, C6H20N2O overall.

Properties
LUMO level   -6.0 eV
Gap between HOMO and LUMO   12.010 eV
Energy   -11558.499 eV
Total charge   +2
HOMO energy   -18.0 eV

Structure (XYZ):
```
29
C6H20N2O ωB97M-V/def2-TZVPD
C -0.381 0.411 -3.420
C -0.410 -0.269 -2.030
C -0.679 0.664 -0.873
C 0.592 1.458 -0.465
C 1.408 0.877 0.697
C 0.660 0.370 1.907
N 1.455 0.516 3.176
N -1.586 -1.270 -2.097
H -0.509 -0.341 -4.199
H 0.571 0.916 -3.562
H -1.227 1.096 -3.495
H 0.510 -0.808 -2.038
H -1.590 1.230 -1.077
H -0.883 0.046 0.012
H 0.394 2.514 -0.267
H 1.186 1.491 -1.381
H 1.953 0.039 0.231
H 2.293 1.477 0.939
H -0.295 0.854 2.088
H 0.363 -0.680 1.869
H 0.912 0.215 3.989
H 1.872 1.445 3.293
H 2.249 -0.080 3.126
H -2.178 -1.164 -1.275
H -2.049 -1.184 -2.996
H -1.291 -2.256 -2.089
H -1.698 -2.297 3.774
H -0.633 -3.079 3.061
O -1.008 -2.192 3.102
```

=====

The following is a DFT calculation (ωB97M-V/def2-TZVPD) of a 6-piece molecular cluster, C6H20O5 overall.

Properties
SMILES   C=C/C=C/CC.O.O.O.O.O
ΔE to the lowest compared entry with this formula, charge and spin   199.9 kJ/mol
LUMO level   0.0 eV
Gap between HOMO and LUMO   9.082 eV
Energy   -16782.181 eV
Total charge   0
HOMO energy   -9.1 eV

Structure (XYZ):
```
31
C6H20O5 ωB97M-V/def2-TZVPD
C 1.422 2.266 1.739
C 0.150 2.081 2.027
C -0.910 1.756 1.027
C -0.812 2.099 -0.245
C -1.868 1.996 -1.347
C -1.689 0.714 -2.153
H 2.153 2.411 2.517
H 1.835 2.426 0.749
H -0.199 2.068 3.053
H -1.708 1.168 1.457
H 0.095 2.587 -0.592
H -2.813 1.981 -0.787
H -1.918 2.893 -1.955
H -2.426 -0.021 -1.818
H -0.722 0.214 -2.091
H -1.794 0.946 -3.217
O 1.355 -2.306 -2.626
H 2.042 -2.411 -1.947
H 0.536 -2.407 -2.118
O 2.336 -2.939 0.091
H 1.524 -2.672 0.498
H 2.850 -2.123 0.050
O 0.246 -2.260 2.056
H -0.521 -2.089 1.488
H -0.079 -1.655 2.716
O 1.992 -0.060 -0.942
H 1.226 -0.304 -0.431
H 2.109 -0.611 -1.728
O -2.857 -0.688 1.092
H -2.984 -1.430 0.490
H -2.506 0.014 0.537
```

=====

The following is a DFT calculation (ωB97M-V/def2-TZVPD) of a 4-piece molecular cluster, C6H20O6 overall.

Properties
SMILES   OCCO.OCCO.CCO.O
ΔE to the lowest compared entry with this formula, charge and spin   301.6 kJ/mol
LUMO level   0.6 eV
Gap between HOMO and LUMO   10.612 eV
Energy   -18830.032 eV
Total charge   0
HOMO energy   -10.0 eV

Structure (XYZ):
```
32
C6H20O6 ωB97M-V/def2-TZVPD
O -2.115 -1.303 -1.788
C -0.654 -1.173 -1.904
C 0.001 -2.556 -1.746
O -0.480 -3.279 -0.629
H -2.347 -1.825 -1.012
H -0.466 -0.799 -2.922
H -0.338 -0.381 -1.253
H 1.026 -2.309 -1.655
H -0.351 -3.175 -2.541
H -0.191 -2.751 0.201
O -0.722 1.417 0.235
C -0.433 2.412 1.194
C 0.754 3.244 0.745
O 0.799 4.473 1.495
H -1.605 1.595 -0.182
H -1.326 3.057 1.278
H -0.238 1.894 2.155
H 0.698 3.481 -0.313
H 1.628 2.671 0.919
H 1.382 5.123 1.028
C 2.138 -2.224 1.672
C 1.506 -1.068 1.001
O 0.072 -1.203 1.185
H 3.222 -2.248 1.773
H 1.989 -3.241 1.242
H 1.761 -2.250 2.727
H 1.819 -0.949 -0.008
H 1.780 -0.107 1.545
H -0.339 -0.378 0.924
O -2.734 1.486 -1.597
H -2.696 0.494 -1.821
H -3.541 1.873 -1.948
```

=====

The following is a DFT calculation (ωB97M-V/def2-TZVPD) of a 6-piece molecular cluster, C6H20O6 overall.

Properties
SMILES   C=C(O)/C=C/CC.O.O.O.O.O
ΔE to the lowest compared entry with this formula, charge and spin   317.0 kJ/mol
LUMO level   0.3 eV
Gap between HOMO and LUMO   9.076 eV
Energy   -18829.871 eV
Total charge   0
HOMO energy   -8.8 eV

Structure (XYZ):
```
32
C6H20O6 ωB97M-V/def2-TZVPD
C 0.996 2.832 -0.117
C 1.938 1.900 -0.195
O 2.466 1.656 -1.437
C 2.092 0.817 0.833
C 1.185 0.472 1.743
C 1.119 -0.894 2.374
C -0.227 -1.533 2.050
H 0.728 3.513 -0.916
H 0.546 3.095 0.834
H 3.243 1.119 -1.552
H 2.989 0.220 0.672
H 0.238 0.977 1.898
H 2.006 -1.510 2.175
H 1.206 -0.804 3.476
H -1.117 -0.940 2.237
H -0.139 -1.822 0.990
H -0.325 -2.491 2.571
O -2.734 0.440 -0.798
H -2.081 0.479 -1.527
H -3.618 0.262 -1.188
O 1.820 -1.129 -1.836
H 1.693 -0.146 -1.820
H 2.191 -1.132 -0.955
O -2.272 1.977 1.508
H -2.624 2.563 0.829
H -2.315 1.153 0.974
O -2.870 -2.284 -1.120
H -2.372 -1.446 -1.167
H -2.244 -2.926 -1.445
O -0.778 -1.531 -2.762
H 0.169 -1.358 -2.609
H -0.909 -1.529 -3.719
```

=====

The following is a DFT calculation (ωB97M-V/def2-TZVPD) of a 5-piece molecular cluster, C6H21NO5 overall.

Properties
ΔE to the lowest compared entry with this formula, charge and spin   350.0 kJ/mol
<S²>   0.755
LUMO level (spin up / spin down)   -3.4 / -9.5 eV
Spin multiplicity   2
Gap between HOMO and LUMO (spin up / spin down)   10.090 / 3.961 eV
Energy   -18277.772 eV
Total charge   +1
HOMO energy (spin up / spin down)   -13.5 / -13.5 eV

Structure (XYZ):
```
33
C6H21NO5 ωB97M-V/def2-TZVPD
C -0.427 -2.475 0.060
O -1.719 -2.167 -0.376
C 0.389 -1.242 0.521
C 2.003 -1.314 0.636
C 2.782 0.030 0.625
C 1.453 2.045 0.573
C 1.982 1.086 1.302
N -0.058 -0.971 1.894
H 0.010 -2.964 -0.765
H -0.577 -3.196 0.920
H -2.118 -1.504 0.218
H 0.062 -0.553 -0.246
H 2.211 -1.680 -0.266
H 2.280 -1.832 1.589
H 2.879 0.301 -0.498
H 3.810 -0.206 1.099
H 0.773 2.832 0.999
H 1.694 2.353 -0.521
H 1.955 0.920 2.325
H 0.705 -0.610 2.423
H -0.185 -1.903 2.408
H -1.586 -0.363 -3.356
H -2.393 0.744 -2.682
O -1.972 0.473 -3.482
H -1.731 1.416 1.737
H -1.425 -0.087 1.356
O -2.181 0.624 1.316
H -2.509 0.993 -0.296
H -3.364 2.116 -0.885
O -2.753 1.531 -1.141
H -0.322 1.148 -2.725
H 0.220 2.654 -2.618
O 0.110 1.804 -2.143
```

=====

Look up the energy of the third one. -72217.793 eV

=====

What is the formula in the sixth record? C6H20O6

=====

What is the formula in the seventh record? C6H20O6

=====

What is the formula in the third record? C6H20FeN10O8